Entry w
# C22H30ClN5O

A single C22H30ClN5O molecule (the ωB97M-V functional and the def2-TZVPD basis, the Open Molecules 2025 dataset).

Each line ends with the Löwdin charge.
Positions of all 59 atoms, in Å:
1 C -3.82 2.06 -1.89  -0.02
2 C -3.17 2.28 -3.21  -0.28
3 C -3.17 3.39 -4.03  -0.04
4 C -2.38 3.02 -5.13  -0.16
5 N -1.94 1.79 -5.00  0.06
6 N -2.42 1.34 -3.84  -0.13
7 C -2.08 0.02 -3.40  -0.12
8 C -0.57 -0.09 -3.19  -0.07
9 C -0.15 0.59 -1.90  -0.44
10 O -0.96 0.84 -1.01  0.03
11 N 1.16 0.89 -1.77  -0.04
12 C 2.15 0.60 -2.78  -0.15
13 C 3.56 0.74 -2.21  -0.17
14 C 3.63 0.07 -0.84  -0.13
15 C 2.71 0.80 0.16  -0.28
16 N 2.23 -0.13 1.17  -0.13
17 C 1.17 -1.03 0.74  -0.15
18 C 1.01 -2.16 1.77  -0.13
19 N 0.71 -1.59 3.06  -0.10
20 C -0.32 -2.01 3.86  -0.22
21 C -0.86 -1.18 4.86  -0.03
22 C -1.90 -1.61 5.66  -0.09
23 C -2.45 -2.87 5.50  -0.13
24 C -1.93 -3.69 4.51  -0.68
25 Cl -2.58 -5.28 4.29  0.66
26 C -0.88 -3.29 3.71  -0.06
27 C 1.71 -0.64 3.47  -0.14
28 C 1.85 0.47 2.43  -0.16
29 C 1.62 1.59 -0.60  -0.08
30 H -4.29 2.98 -1.56  0.08
31 H -4.59 1.28 -1.96  0.09
32 H -3.08 1.75 -1.16  0.06
33 H -3.66 4.32 -3.87  0.09
34 H -2.13 3.60 -6.00  0.09
35 H -2.40 -0.70 -4.17  0.13
36 H -2.61 -0.19 -2.47  0.12
37 H -0.28 -1.14 -3.14  0.13
38 H -0.08 0.37 -4.05  0.10
39 H 2.03 1.26 -3.65  0.13
40 H 2.02 -0.43 -3.13  0.12
41 H 4.27 0.27 -2.89  0.12
42 H 3.84 1.79 -2.12  0.11
43 H 4.65 0.07 -0.46  0.11
44 H 3.32 -0.97 -0.93  0.11
45 H 3.31 1.54 0.71  0.14
46 H 1.42 -1.47 -0.22  0.12
47 H 0.20 -0.52 0.65  0.12
48 H 0.21 -2.81 1.45  0.12
49 H 1.95 -2.74 1.82  0.13
50 H -0.48 -0.18 5.00  0.10
51 H -2.29 -0.95 6.41  0.11
52 H -3.27 -3.20 6.11  0.10
53 H -0.48 -3.98 2.99  0.10
54 H 1.48 -0.23 4.45  0.11
55 H 2.68 -1.16 3.53  0.13
56 H 2.64 1.17 2.74  0.12
57 H 0.90 1.03 2.36  0.13
58 H 2.01 2.57 -0.89  0.13
59 H 0.75 1.75 0.05  0.12

Output
**LUMO**: 0.589 eV
**Charge**: 0
**Gap between HOMO and LUMO**: 8.249 eV
**HOMO level**: -7.659 eV
**Structure (SMILES)**: Cc1ccnn1CCC(=O)N1CCC[C@H](N2CCN(c3cccc(Cl)c3)CC2)C1

---

Entry x
# C22H30ClN5O

A single C22H30ClN5O molecule (the ωB97M-V functional and the def2-TZVPD basis, the Open Molecules 2025 dataset).

Each line ends with the Löwdin charge.
Positions of all 59 atoms, in Å:
1 C 1.46 2.55 2.40  0.05
2 C 2.64 1.75 1.66  -0.36
3 C 3.32 0.73 2.07  -0.11
4 C 4.11 0.30 1.04  -0.20
5 N 3.97 1.02 -0.08  0.15
6 N 2.95 1.98 0.50  -0.10
7 C 2.52 2.98 -0.29  -0.15
8 C 1.95 2.52 -1.82  -0.04
9 C 0.85 1.60 -1.30  -0.39
10 O -0.04 2.29 -0.45  -0.11
11 N 0.55 0.50 -1.90  0.04
12 C 1.54 -0.46 -2.84  -0.09
13 C 2.44 -1.26 -2.11  -0.14
14 C 1.55 -2.23 -0.99  -0.15
15 C 0.80 -1.29 -0.26  -0.22
16 N 0.02 -2.21 0.89  -0.08
17 C -1.08 -3.11 0.21  -0.08
18 C -2.38 -2.61 1.03  -0.24
19 N -2.54 -1.25 1.33  -0.09
20 C -3.23 -0.32 0.11  -0.21
21 C -3.74 -0.97 -0.79  -0.09
22 C -4.62 -0.12 -1.53  0.03
23 C -4.74 1.39 -1.29  -0.07
24 C -4.22 1.48 -0.06  -0.65
25 Cl -4.55 3.16 0.44  0.63
26 C -3.40 0.86 0.73  -0.07
27 C -1.44 -0.56 2.10  -0.10
28 C -0.24 -1.66 2.33  -0.06
29 C -0.31 -0.44 -1.15  0.00
30 H 1.10 2.01 3.18  0.03
31 H 1.66 3.57 2.58  0.06
32 H 0.57 2.70 1.68  0.09
33 H 3.07 0.21 3.23  0.19
34 H 4.87 -0.55 1.12  0.13
35 H 3.47 3.72 -0.85  0.18
36 H 1.94 3.66 0.13  0.05
37 H 1.68 3.33 -2.45  0.09
38 H 2.96 1.96 -2.32  0.15
39 H 2.11 0.51 -3.30  0.15
40 H 0.90 -0.80 -3.46  0.05
41 H 3.07 -1.72 -2.81  0.09
42 H 2.99 -0.60 -1.31  0.12
43 H 2.32 -2.98 -0.46  0.16
44 H 0.99 -2.91 -1.67  0.11
45 H 1.46 -0.86 0.43  0.10
46 H -0.91 -4.06 0.70  0.09
47 H -1.18 -3.17 -0.75  0.03
48 H -3.35 -3.03 0.64  0.12
49 H -2.52 -3.24 2.00  0.13
50 H -3.59 -1.82 -1.26  0.08
51 H -4.98 -0.47 -2.70  0.16
52 H -5.33 1.94 -1.85  0.04
53 H -3.14 1.15 1.68  0.11
54 H -1.16 0.24 1.56  0.05
55 H -1.80 -0.76 3.24  0.16
56 H -0.39 -2.47 2.78  0.02
57 H 0.52 -0.98 2.49  0.07
58 H -0.74 0.03 -0.50  -0.01
59 H -0.69 -1.21 -1.76  0.11

Output
**LUMO**: 0.582 eV
**Charge**: 0
**Gap between HOMO and LUMO**: 7.824 eV
**HOMO level**: -7.242 eV
**Structure (SMILES)**: Cc1ccnn1CCC(=O)N1CCC[C@H](N2CCN(c3cccc(Cl)c3)CC2)C1

---

Structures ranked by computed energy, the most stable listed first: entry w, entry x.

---

Entry w
# C36H40NO2P3S2Sr

A molecular structure, C36H40NO2P3S2Sr (the ωB97M-V functional and the def2-TZVPD basis, the Open Molecules 2025 dataset).

Each line ends with the Löwdin charge.
Positions of all 85 atoms, in Å:
1 Sr 0.31 -1.29 -0.38  1.04
2 C -1.88 -2.86 -1.05  -0.35
3 P -1.22 -2.72 -2.85  1.07
4 C -0.47 -1.04 -3.06  -0.51
5 C -1.12 0.16 -2.70  -0.12
6 C -0.42 1.35 -2.73  -0.05
7 C 0.91 1.39 -3.13  -0.05
8 C 1.55 0.22 -3.51  -0.09
9 C 0.86 -0.99 -3.47  -0.15
10 C -2.81 -2.51 -3.72  -0.39
11 C -3.84 -3.44 -3.53  -0.12
12 C -5.02 -3.36 -4.24  -0.08
13 C -5.20 -2.36 -5.19  -0.09
14 C -4.18 -1.45 -5.42  -0.08
15 C -2.99 -1.53 -4.70  -0.09
16 C -2.55 -1.69 -0.40  -0.47
17 C -3.76 -1.12 -0.77  -0.08
18 C -3.90 0.03 0.04  -0.08
19 C -2.77 0.08 0.85  -0.43
20 C -2.34 1.12 1.83  -0.29
21 P -0.91 2.08 1.12  1.07
22 C -1.68 3.26 -0.04  -0.41
23 C -0.83 4.09 -0.78  -0.14
24 C -1.34 5.02 -1.66  -0.09
25 C -2.71 5.14 -1.84  -0.09
26 C -3.57 4.32 -1.13  -0.07
27 C -3.06 3.39 -0.23  -0.08
28 C -0.49 3.20 2.50  -0.37
29 C -1.12 4.43 2.71  -0.08
30 C -0.77 5.22 3.80  -0.08
31 C 0.20 4.79 4.69  -0.09
32 C 0.83 3.58 4.49  -0.09
33 C 0.49 2.79 3.40  -0.10
34 N -1.95 -0.97 0.59  -0.08
35 H -1.17 -3.40 -0.41  0.05
36 H -2.62 -3.64 -1.23  0.06
37 H -2.14 0.12 -2.35  0.11
38 H -0.92 2.26 -2.43  0.09
39 H 1.45 2.32 -3.13  0.11
40 H 2.59 0.24 -3.81  0.11
41 H 1.37 -1.91 -3.74  0.10
42 H -3.73 -4.24 -2.81  0.10
43 H -5.81 -4.08 -4.06  0.10
44 H -6.13 -2.29 -5.74  0.10
45 H -4.30 -0.67 -6.16  0.10
46 H -2.21 -0.81 -4.90  0.10
47 H -4.45 -1.49 -1.51  0.09
48 H -4.73 0.71 0.06  0.09
49 H -1.90 0.64 2.71  0.09
50 H -3.15 1.75 2.19  0.09
51 H 0.24 4.00 -0.64  0.11
52 H -0.66 5.66 -2.22  0.10
53 H -3.11 5.86 -2.54  0.10
54 H -4.64 4.41 -1.26  0.10
55 H -3.74 2.76 0.33  0.08
56 H -1.87 4.78 2.01  0.10
57 H -1.26 6.18 3.95  0.10
58 H 0.47 5.41 5.53  0.10
59 H 1.60 3.24 5.17  0.10
60 H 1.00 1.84 3.23  0.08
61 C 5.91 -4.30 1.32  -0.05
62 C 4.44 -4.58 1.12  -0.43
63 C 3.74 -5.07 2.37  -0.08
64 O 3.80 -3.41 0.52  -0.32
65 P 3.16 -2.14 1.22  -0.18
66 S 3.11 -0.72 -0.17  0.20
67 S 1.36 -2.54 1.99  0.21
68 O 4.24 -1.88 2.36  -0.31
69 C 4.47 -0.70 3.17  -0.44
70 C 5.47 0.19 2.47  -0.05
71 C 3.19 0.02 3.54  -0.09
72 H 6.43 -5.23 1.56  0.08
73 H 6.06 -3.60 2.14  0.07
74 H 6.35 -3.88 0.42  0.09
75 H 4.32 -5.33 0.33  0.14
76 H 3.83 -4.34 3.18  0.07
77 H 4.23 -5.99 2.69  0.09
78 H 2.69 -5.27 2.19  0.06
79 H 4.92 -1.11 4.08  0.14
80 H 5.04 0.63 1.57  0.05
81 H 6.36 -0.38 2.19  0.08
82 H 5.78 1.00 3.13  0.08
83 H 2.71 0.42 2.64  0.05
84 H 3.43 0.85 4.20  0.09
85 H 2.49 -0.64 4.04  0.07

Output
**LUMO**: 0.159 eV
**Charge**: 0
**Gap between HOMO and LUMO**: 7.064 eV
**HOMO level**: -6.905 eV

---

Entry x
# C36H40NO2P3S2Sr

A molecular structure, C36H40NO2P3S2Sr (the ωB97M-V functional and the def2-TZVPD basis, the Open Molecules 2025 dataset).

Each line ends with the Löwdin charge.
Positions of all 85 atoms, in Å:
1 Sr 0.56 0.93 0.31  1.01
2 C 2.05 2.46 -1.83  -0.35
3 P 0.79 3.82 -1.67  1.06
4 C -0.82 2.99 -1.38  -0.48
5 C -1.32 1.92 -2.14  -0.10
6 C -2.51 1.30 -1.77  -0.05
7 C -3.17 1.69 -0.61  -0.06
8 C -2.67 2.72 0.17  -0.08
9 C -1.51 3.37 -0.22  -0.15
10 C 0.65 4.33 -3.43  -0.38
11 C 1.79 4.79 -4.08  -0.11
12 C 1.74 5.23 -5.39  -0.08
13 C 0.53 5.25 -6.07  -0.09
14 C -0.62 4.83 -5.42  -0.08
15 C -0.56 4.38 -4.11  -0.09
16 C 1.72 1.19 -2.55  -0.45
17 C 1.36 1.00 -3.88  -0.10
18 C 0.99 -0.36 -3.99  -0.08
19 C 1.12 -0.90 -2.73  -0.45
20 C 0.88 -2.29 -2.23  -0.29
21 P -0.31 -2.21 -0.84  1.05
22 C -1.94 -2.13 -1.67  -0.40
23 C -3.07 -2.03 -0.85  -0.12
24 C -4.33 -1.92 -1.39  -0.09
25 C -4.50 -1.91 -2.78  -0.09
26 C -3.39 -2.02 -3.60  -0.08
27 C -2.11 -2.12 -3.05  -0.09
28 C -0.34 -3.95 -0.25  -0.36
29 C -1.12 -4.94 -0.84  -0.08
30 C -1.08 -6.24 -0.37  -0.08
31 C -0.25 -6.58 0.69  -0.09
32 C 0.55 -5.60 1.27  -0.09
33 C 0.51 -4.30 0.80  -0.11
34 N 1.58 0.02 -1.84  -0.08
35 H 2.61 2.32 -0.90  0.06
36 H 2.81 3.00 -2.41  0.07
37 H -0.79 1.58 -3.02  0.10
38 H -2.91 0.50 -2.37  0.09
39 H -4.08 1.18 -0.32  0.11
40 H -3.18 3.02 1.08  0.11
41 H -1.12 4.19 0.37  0.10
42 H 2.75 4.80 -3.57  0.10
43 H 2.64 5.57 -5.88  0.10
44 H 0.48 5.60 -7.10  0.10
45 H -1.58 4.85 -5.93  0.10
46 H -1.47 4.05 -3.62  0.10
47 H 1.38 1.74 -4.66  0.10
48 H 0.71 -0.88 -4.90  0.09
49 H 1.79 -2.71 -1.79  0.09
50 H 0.54 -2.96 -3.02  0.09
51 H -2.94 -2.02 0.23  0.11
52 H -5.19 -1.85 -0.74  0.10
53 H -5.49 -1.83 -3.21  0.10
54 H -3.50 -2.01 -4.68  0.11
55 H -1.25 -2.18 -3.71  0.09
56 H -1.78 -4.69 -1.67  0.10
57 H -1.70 -7.00 -0.84  0.10
58 H -0.22 -7.59 1.06  0.10
59 H 1.21 -5.86 2.09  0.10
60 H 1.14 -3.54 1.25  0.09
61 C 2.08 2.05 6.65  -0.05
62 C 2.61 2.23 5.24  -0.43
63 C 3.91 1.51 4.99  -0.08
64 O 1.57 1.89 4.28  -0.32
65 P 1.21 0.48 3.65  -0.16
66 S -0.69 0.64 2.99  0.18
67 S 2.51 -0.05 2.21  0.18
68 O 1.33 -0.45 4.93  -0.31
69 C 0.80 -1.77 5.21  -0.44
70 C -0.55 -1.63 5.89  -0.05
71 C 0.74 -2.65 3.98  -0.09
72 H 2.78 2.50 7.35  0.08
73 H 1.97 0.99 6.89  0.07
74 H 1.11 2.54 6.76  0.09
75 H 2.75 3.30 5.05  0.14
76 H 3.80 0.44 5.16  0.07
77 H 4.66 1.89 5.68  0.09
78 H 4.27 1.66 3.97  0.06
79 H 1.53 -2.18 5.92  0.14
80 H -1.28 -1.23 5.19  0.05
81 H -0.48 -0.96 6.74  0.08
82 H -0.88 -2.61 6.24  0.09
83 H 0.03 -2.24 3.26  0.05
84 H 0.41 -3.65 4.27  0.09
85 H 1.72 -2.72 3.50  0.06

Output
**LUMO**: 0.292 eV
**Charge**: 0
**Gap between HOMO and LUMO**: 7.191 eV
**HOMO level**: -6.899 eV

---

Structures ranked by computed energy, the most stable listed first: entry x, entry w.

---

Entry w
# H41O21

21 unconnected molecules or ions with the total composition H41O21 (the ωB97M-V functional and the def2-TZVPD basis, the Open Molecules 2025 dataset).

Each line ends with the Löwdin charge.
Positions of all 62 atoms, in Å:
1 O 1.71 0.89 1.71  -0.10
2 H 0.76 0.85 2.06  0.04
3 H 2.13 0.21 2.24  0.03
4 O 0.01 0.30 -0.50  -0.04
5 H -0.35 0.31 0.34  -0.03
6 H 1.03 0.18 -0.38  0.08
7 O -0.62 -0.95 -2.81  -0.06
8 H -0.44 -1.88 -2.73  0.00
9 H -0.52 -0.56 -1.96  0.00
10 O -2.67 1.44 -1.56  -0.08
11 H -2.44 1.32 -0.63  0.01
12 H -2.96 0.59 -1.91  0.04
13 O 1.12 2.20 -4.79  -0.10
14 H 1.14 1.37 -4.30  -0.02
15 H 1.41 3.04 -4.35  0.05
16 O 1.83 2.51 -1.97  -0.12
17 H 1.12 1.89 -1.43  0.09
18 H 1.20 3.26 -1.81  0.02
19 O -2.48 0.42 -3.97  -0.09
20 H -1.67 -0.03 -3.55  0.01
21 H -2.34 1.31 -3.78  -0.03
22 O -0.27 -3.54 -2.67  0.01
23 H -0.01 -3.58 -1.79  -0.04
24 H -1.09 -3.92 -2.87  0.05
25 O 2.51 -1.66 3.43  -0.05
26 H 2.26 -2.40 2.87  0.02
27 H 3.49 -1.74 3.55  0.08
28 O 0.32 -3.81 2.29  -0.09
29 H 0.03 -4.09 1.38  0.03
30 H -0.03 -2.91 2.26  -0.02
31 O -1.63 -2.05 0.83  -0.30
32 H -2.35 -0.83 0.81  0.00
33 H -2.28 -2.73 0.70  0.01
34 O 0.65 1.84 3.98  -0.11
35 H 0.87 2.59 3.38  0.06
36 H 0.15 1.13 3.40  0.03
37 O 2.93 -1.07 -0.23  -0.13
38 H 3.65 -0.45 -0.63  0.09
39 H 2.69 -0.24 0.40  0.06
40 O -1.94 0.73 4.08  -0.13
41 H -2.82 1.37 4.22  0.17
42 H -2.41 0.01 3.57  0.07
43 O 3.57 2.87 2.08  -0.06
44 H 2.92 2.22 1.75  -0.01
45 H 3.08 3.64 1.88  0.00
46 O -3.03 0.01 0.62  -0.19
47 H -3.75 -0.57 1.02  0.08
48 O 1.52 -0.73 -3.71  -0.03
49 H 1.01 -0.28 -3.07  -0.02
50 H 1.21 -1.41 -4.27  0.03
51 O -0.34 -0.78 2.49  -0.03
52 H -0.93 -1.37 2.09  -0.06
53 H 0.44 -1.29 2.42  0.00
54 O -1.27 3.63 -2.50  -0.05
55 H -1.55 2.75 -2.21  -0.01
56 H -0.97 3.99 -1.70  -0.01
57 O -1.55 1.80 1.89  -0.08
58 H -1.31 1.73 2.94  0.06
59 H -2.19 1.22 1.79  -0.13
60 O 0.42 -3.27 -0.15  -0.11
61 H 1.28 -3.04 -0.33  0.00
62 H -0.21 -2.42 0.08  0.10

Output
**LUMO**: 2.132 eV
**Charge**: -1
**Gap between HOMO and LUMO**: 9.500 eV
**HOMO level**: -7.368 eV

---

Entry x
# H41O21

21 unconnected molecules or ions with the total composition H41O21 (the ωB97M-V functional and the def2-TZVPD basis, the Open Molecules 2025 dataset).

Each line ends with the Löwdin charge.
Positions of all 62 atoms, in Å:
1 O -2.93 -3.46 -2.04  -0.06
2 H -2.51 -4.24 -1.66  0.03
3 H -2.85 -2.70 -1.45  0.01
4 O -1.88 2.18 4.45  -0.05
5 H -4.87 -1.24 -0.59  0.02
6 H -2.51 1.59 -0.25  0.00
7 O -2.66 -1.32 3.38  -0.08
8 H -0.53 -0.51 -1.45  0.03
9 H -2.51 -2.08 3.92  0.03
10 O -0.05 -1.19 -1.95  -0.05
11 H 2.98 -1.42 -1.89  0.03
12 H 4.06 2.31 -1.05  0.01
13 O 4.42 1.43 -1.14  -0.08
14 H 3.65 0.93 -0.78  -0.01
15 H 0.46 -1.62 -4.33  -0.01
16 O 1.55 -1.87 4.02  -0.10
17 H 4.10 1.69 2.30  0.04
18 H 0.89 -1.46 3.41  -0.01
19 O 3.60 2.01 3.06  -0.05
20 H -1.84 -0.71 3.52  0.09
21 H -1.15 1.27 0.92  0.01
22 O 1.22 4.03 -1.16  -0.04
23 H 0.87 -1.16 -1.53  0.03
24 H 2.30 -1.35 3.70  0.01
25 O -1.51 0.73 2.09  -0.31
26 H 0.45 3.89 -0.59  0.00
27 H 2.23 -0.16 -1.22  0.01
28 O 0.79 -0.87 -4.82  -0.07
29 H 2.72 1.78 2.78  0.01
30 H -3.02 2.62 -1.42  0.00
31 O 1.07 -3.57 -2.98  -0.06
32 H 1.12 0.34 -0.04  0.04
33 H 1.81 -3.33 -2.44  -0.02
34 O -1.90 -1.75 0.79  -0.10
35 H -1.74 -0.90 1.23  -0.01
36 H -2.51 -2.18 1.44  0.06
37 O 2.83 -0.99 -1.07  -0.09
38 H -2.28 1.05 2.54  0.01
39 H -1.54 2.11 3.58  -0.02
40 O -2.14 4.84 -0.92  -0.08
41 H -2.69 4.33 -0.30  0.04
42 H -1.42 4.33 -1.37  0.04
43 O -0.64 1.77 0.05  -0.19
44 H 1.78 -2.88 0.28  0.00
45 H -0.31 1.03 -0.47  -0.01
46 O 1.77 1.13 -0.09  -0.17
47 H 0.29 -0.16 -4.38  0.03
48 O -2.70 1.77 -1.16  -0.05
49 H -1.45 1.75 5.20  0.04
50 H 1.09 1.75 0.44  0.11
51 O 2.14 0.77 -2.87  -0.09
52 H 0.37 -1.68 1.22  0.07
53 H 2.65 0.20 -3.54  0.10
54 O 0.47 -0.85 1.78  -0.12
55 H 1.52 -4.39 -0.01  0.12
56 H -0.35 -0.24 1.76  -0.01
57 O 1.92 -3.52 -0.39  -0.08
58 H 0.72 4.62 -1.74  0.03
59 H 2.59 1.63 -2.91  0.05
60 O -4.58 -1.38 0.30  -0.04
61 H -3.75 -1.77 0.51  -0.05
62 H 0.39 -2.97 -2.67  0.00

Output
**LUMO**: 2.194 eV
**Charge**: -1
**Gap between HOMO and LUMO**: 9.745 eV
**HOMO level**: -7.552 eV

---

Structures ranked by computed energy, the most stable listed first: entry x, entry w.